Record 1
{
  "formula": "C4H13NO",
  "method": "ωB97M-V/def2-TZVPD",
  "e_lumo_ev": -2.130,
  "relative_energy_ev": 7.1081,
  "e_homo_ev": -7.9,
  "total_energy_ha": -289.9357,
  "total_charge": 0,
  "species": ["O", "N", "C", "C", "C", "C", "H", "H", "H", "H", "H", "H", "H", "H", "H", "H", "H", "H", "H"],
  "positions_angstrom": [[0.451, -2.154, -0.054], [0.179, 1.421, -0.184], [-0.972, 0.140, 1.588], [0.283, 0.845, 1.134], [-0.889, -0.226, -1.801], [0.442, 0.320, -1.314], [-1.895, 0.406, 1.088], [-1.115, 0.141, 2.665], [1.072, -0.043, 0.998], [-1.681, 0.537, -1.866], [1.275, -2.027, 0.441], [-0.784, -0.760, -2.751], [1.057, 0.793, -2.093], [0.991, 2.056, -0.278], [0.930, -0.551, -0.805], [-1.189, -0.979, -1.060], [0.746, 1.490, 1.909], [1.834, -0.499, 1.103], [-0.736, -0.909, 1.280]]
}

=====

Record 2
{
  "formula": "C29H36Br54F4N3",
  "method": "ωB97M-V/def2-TZVPD",
  "e_lumo_ev": -2.862,
  "e_homo_ev": -11.1,
  "total_energy_ha": -140686.6524,
  "total_charge": 1,
  "species": ["Br", "Br", "Br", "Br", "Br", "Br", "Br", "Br", "Br", "Br", "Br", "Br", "Br", "Br", "Br", "Br", "Br", "Br", "Br", "Br", "Br", "Br", "Br", "Br", "Br", "Br", "Br", "Br", "Br", "Br", "Br", "Br", "Br", "Br", "Br", "Br", "Br", "Br", "Br", "Br", "Br", "Br", "Br", "Br", "Br", "Br", "Br", "Br", "Br", "Br", "Br", "Br", "Br", "Br", "F", "F", "F", "F", "N", "N", "N", "C", "C", "C", "C", "C", "C", "C", "C", "C", "C", "C", "C", "C", "C", "C", "C", "C", "C", "C", "C", "C", "C", "C", "C", "C", "C", "C", "C", "C", "H", "H", "H", "H", "H", "H", "H", "H", "H", "H", "H", "H", "H", "H", "H", "H", "H", "H", "H", "H", "H", "H", "H", "H", "H", "H", "H", "H", "H", "H", "H", "H", "H", "H", "H", "H"],
  "positions_angstrom": [[-11.458, 0.197, 0.342], [4.575, 5.864, -5.018], [6.213, 0.691, 2.385], [-1.411, -12.598, -2.320], [-5.813, -4.218, 4.666], [5.691, 12.137, -9.064], [-1.827, -7.378, 3.669], [7.525, 4.885, -5.751], [5.607, 3.752, 1.669], [-3.926, -0.944, -1.498], [-6.218, -6.322, 2.294], [1.867, 5.994, -7.235], [5.005, 3.190, -6.730], [-7.332, -2.993, 8.472], [-5.157, -7.309, 5.143], [6.784, -2.837, -1.780], [3.067, 12.427, -7.268], [-0.044, -8.058, 1.106], [6.562, -4.143, 1.129], [-5.145, -6.182, 9.168], [5.316, -3.091, 7.488], [2.717, 1.302, 4.179], [-3.761, -4.125, -1.342], [-9.608, 2.704, -0.364], [3.721, 5.551, -9.800], [5.242, -7.255, 4.005], [3.406, -6.891, 6.595], [2.197, -2.528, 7.093], [-7.494, -4.543, 11.260], [-0.048, 10.832, -4.258], [-2.392, -3.358, 2.834], [2.433, 12.560, -3.234], [2.721, -9.157, 4.464], [5.583, 10.819, -6.156], [-8.358, 0.302, 2.495], [3.629, 8.398, -8.351], [4.116, -2.475, -0.063], [0.422, -2.184, 3.794], [5.262, 1.470, -0.551], [-2.648, -7.920, 10.151], [1.087, -6.105, 3.369], [0.401, -9.967, -2.357], [-2.625, -9.816, -1.328], [-7.519, -0.892, 5.340], [-1.087, -2.411, -1.612], [-0.545, 13.484, -2.544], [-1.504, -0.416, 1.976], [-5.472, -1.014, 2.880], [-12.552, 3.163, 0.785], [-0.148, 2.677, 3.697], [-9.989, -2.828, 10.237], [-2.518, -6.351, 7.370], [3.458, -2.529, 10.025], [0.619, 1.505, 6.567], [-1.643, 0.561, -6.229], [1.291, -1.317, -0.109], [-1.855, 0.027, -4.159], [-1.539, -1.499, -5.666], [-1.437, 1.668, -1.837], [0.585, 1.222, -3.011], [0.242, 0.578, -0.752], [-8.068, -2.997, 10.258], [0.885, 4.577, -4.452], [-1.038, -10.907, -1.474], [1.721, 2.153, -2.965], [-5.199, -5.866, 3.870], [-0.481, -6.737, 2.442], [-2.966, -2.527, -2.059], [4.990, 12.277, -7.273], [2.356, 0.682, 0.559], [1.438, 3.405, -5.204], [6.037, -2.679, -0.008], [4.122, -8.138, 5.306], [3.553, -3.273, 8.250], [1.536, -0.017, -0.552], [5.682, 4.950, -6.310], [6.236, 2.052, 1.016], [0.597, 12.599, -3.822], [-0.912, -2.204, 2.409], [-11.413, 2.025, -0.275], [2.642, 6.807, -8.805], [0.219, 5.365, -3.833], [-0.173, 1.135, -1.848], [2.325, 2.485, -4.343], [-1.213, -0.267, -5.287], [1.280, 2.331, 4.956], [-6.907, -0.030, 3.722], [0.316, -0.156, -5.139], [0.794, -0.070, -3.679], [-3.224, -6.364, 9.166], [-3.037, -2.583, -3.138], [1.877, -0.285, -3.687], [2.619, 1.578, -4.881], [1.825, 7.105, -9.448], [-6.506, 0.932, 4.008], [0.567, 13.181, -4.733], [2.987, -0.106, 0.983], [0.347, -0.888, -3.084], [-0.409, 5.986, -3.230], [5.645, 5.529, -7.225], [-7.677, -2.126, 10.766], [1.712, 1.137, 1.315], [0.634, 2.882, -5.737], [-0.404, 0.540, 0.035], [2.168, -0.075, -1.438], [4.747, -8.834, 5.847], [3.034, 1.405, 0.064], [0.708, 0.661, -5.747], [7.265, 2.186, 0.713], [-0.906, -5.889, 1.921], [2.569, 1.805, -2.339], [-2.821, -5.499, 9.674], [3.251, 3.033, -4.123], [-0.441, -2.606, 1.520], [0.749, -1.075, -5.555], [-4.179, -5.703, 3.550], [-11.805, 2.031, -1.283], [-2.144, 0.951, -1.667], [6.438, -1.774, 0.429], [-1.614, 2.161, -2.703], [3.351, -4.332, 8.335], [2.086, 3.804, -6.005], [5.385, 13.187, -6.844], [-0.706, -11.121, -0.467], [1.372, 3.074, -2.476], [1.690, 3.292, 5.234]]
}

=====

Record 3
{
  "formula": "C3H7O3S2",
  "method": "ωB97M-V/def2-TZVPD",
  "e_lumo_ev": [0.186, -2.548],
  "relative_energy_ev": 0.0000,
  "multiplicity": 2,
  "e_homo_ev": [-9.6, -10.0],
  "total_energy_ha": -1140.5980,
  "total_charge": 0,
  "species": ["S", "S", "O", "O", "O", "C", "C", "C", "H", "H", "H", "H", "H", "H", "H"],
  "positions_angstrom": [[-0.242, 2.294, -1.883], [-1.602, 0.966, -2.518], [3.350, 0.790, 2.349], [0.188, -1.744, 1.385], [0.243, 0.428, 0.976], [-1.765, -0.210, -1.101], [-0.003, -0.851, 0.614], [-0.521, -1.085, -0.816], [-0.741, -2.151, -0.803], [0.109, 1.078, 0.259], [-2.097, 0.302, -0.201], [0.240, -0.909, -1.573], [-2.672, -0.752, -1.378], [2.798, 1.125, 1.604], [2.713, 0.720, 3.087]]
}

=====

Record 4
{
  "formula": "C56H44Cl3I4N8O4STi",
  "method": "ωB97M-V/def2-TZVPD",
  "e_lumo_ev": -4.191,
  "e_homo_ev": -10.0,
  "total_energy_ha": -6718.0617,
  "total_charge": 1,
  "species": ["I", "I", "I", "I", "Ti", "Cl", "Cl", "Cl", "S", "O", "O", "O", "O", "N", "N", "N", "N", "N", "N", "N", "N", "C", "C", "C", "C", "C", "C", "C", "C", "C", "C", "C", "C", "C", "C", "C", "C", "C", "C", "C", "C", "C", "C", "C", "C", "C", "C", "C", "C", "C", "C", "C", "C", "C", "C", "C", "C", "C", "C", "C", "C", "C", "C", "C", "C", "C", "C", "C", "C", "C", "C", "C", "C", "C", "C", "C", "C", "H", "H", "H", "H", "H", "H", "H", "H", "H", "H", "H", "H", "H", "H", "H", "H", "H", "H", "H", "H", "H", "H", "H", "H", "H", "H", "H", "H", "H", "H", "H", "H", "H", "H", "H", "H", "H", "H", "H", "H", "H", "H", "H", "H"],
  "positions_angstrom": [[4.734, 5.745, 6.252], [4.927, -7.547, 3.718], [-8.070, -6.252, 1.659], [-7.701, 6.429, -0.536], [-0.459, -0.103, 0.209], [2.585, -2.764, -1.350], [3.400, -5.554, -1.695], [-0.369, 2.016, -2.249], [3.786, -0.496, -3.937], [0.897, 2.461, -2.619], [-1.096, 3.008, -1.576], [-1.090, 1.486, -3.333], [-0.210, 0.883, -1.292], [-2.466, -0.093, 0.147], [2.183, 0.215, -2.006], [-1.414, -1.468, -2.751], [1.100, -0.660, -3.899], [-0.766, 1.732, 1.201], [-0.780, -1.986, 1.139], [1.190, -0.219, 1.385], [-0.659, -1.836, -1.590], [-3.304, -1.164, -0.036], [2.187, -0.266, -3.201], [-1.761, -3.862, 2.068], [-2.267, -1.810, -4.954], [-1.756, -2.540, -3.710], [-4.830, 5.410, -0.708], [-5.293, 2.976, 0.524], [-0.513, -3.361, -4.061], [0.174, -2.834, 1.627], [-6.231, -3.878, 2.173], [4.040, -4.640, 3.531], [-3.792, 4.510, -0.556], [-0.422, -3.987, 2.230], [-6.329, 3.876, 0.386], [0.119, 2.445, 1.968], [3.445, 0.595, -1.627], [1.402, 2.029, 2.316], [-4.019, 3.277, 0.045], [-3.154, -2.343, 0.684], [-1.834, 2.569, 0.996], [-6.096, 5.088, -0.242], [3.678, 4.491, 4.917], [3.282, 0.390, 2.144], [3.934, -3.918, -1.293], [3.367, -0.900, 1.737], [2.232, 2.886, 3.186], [-3.169, 0.998, -0.296], [2.032, -1.309, 1.404], [6.089, 1.207, -1.075], [5.073, 1.665, -0.245], [2.493, 2.463, 4.487], [1.921, 0.798, 1.932], [3.318, -3.561, 3.060], [-4.309, -3.247, 0.873], [-0.433, 3.724, 2.311], [3.870, -5.887, 2.951], [-2.843, -3.481, -3.176], [1.553, -2.604, 1.580], [5.800, 0.507, -2.233], [-2.946, 2.282, 0.201], [-5.592, -5.184, 0.251], [-1.967, -2.654, 1.330], [-5.169, -3.025, 1.943], [3.202, 3.267, 5.358], [3.475, 4.902, 3.610], [-6.436, -4.955, 1.324], [-4.525, -4.332, 0.038], [-4.364, 0.571, -0.961], [-4.458, -0.774, -0.782], [3.750, 1.378, -0.523], [2.296, -4.965, 1.406], [-1.642, 3.801, 1.703], [2.428, -3.708, 1.997], [3.013, -6.048, 1.873], [4.477, 0.226, -2.512], [2.748, 4.101, 2.747], [-0.226, -4.027, -3.250], [-7.308, 3.633, 0.766], [-4.996, -2.183, 2.596], [2.594, 4.410, 1.724], [-2.571, -2.520, -5.717], [0.302, -1.984, -1.916], [-5.056, 1.215, -1.461], [-4.650, 6.360, -1.185], [-3.764, -2.940, -2.967], [-2.808, 4.725, -0.941], [3.869, 5.849, 3.277], [4.326, -3.916, -0.276], [-3.061, -4.247, -3.916], [0.321, -2.708, -4.291], [4.725, -4.502, 4.352], [-6.899, -3.699, 3.002], [2.933, 1.793, 0.045], [3.372, 2.950, 6.376], [7.117, 1.430, -0.837], [3.416, -2.604, 3.550], [0.046, 4.454, 2.935], [-2.270, -0.992, -2.472], [-0.990, -2.734, -1.207], [0.188, -0.332, -3.584], [2.119, 1.508, 4.821], [-2.346, 4.609, 1.739], [-5.761, -6.014, -0.418], [4.232, -1.530, 1.697], [-3.864, -4.519, -0.791], [-2.506, -3.983, -2.269], [-0.720, -3.975, -4.932], [2.901, -7.010, 1.400], [0.106, -4.772, 2.729], [-1.488, -1.170, -5.357], [5.329, 2.269, 0.614], [-3.121, -1.184, -4.710], [4.676, -3.602, -2.026], [1.636, -5.095, 0.562], [6.585, 0.220, -2.912], [-2.537, -4.516, 2.407], [-5.468, 2.034, 1.020], [4.060, 1.010, 2.545], [1.214, -0.696, -4.900], [-5.239, -1.440, -1.093]]
}

=====

Record 5
{
  "formula": "C5H18N3",
  "method": "ωB97M-V/def2-TZVPD",
  "e_lumo_ev": [-6.369, -12.213],
  "relative_energy_ev": 0.0000,
  "multiplicity": 2,
  "e_homo_ev": [-18.4, -18.4],
  "total_energy_ha": -364.8879,
  "total_charge": 2,
  "species": ["N", "N", "N", "C", "C", "C", "C", "C", "H", "H", "H", "H", "H", "H", "H", "H", "H", "H", "H", "H", "H", "H", "H", "H", "H", "H"],
  "positions_angstrom": [[0.295, 0.791, 0.251], [-0.564, -1.351, -1.222], [2.177, 1.364, 3.469], [-1.098, 0.225, -3.063], [1.342, 1.688, 2.367], [1.075, 0.456, 1.445], [-1.022, -2.245, -0.133], [-1.646, -0.860, -2.158], [2.050, 0.086, 1.113], [3.123, 1.051, 3.199], [1.763, 2.539, 1.798], [-0.577, 1.241, 0.528], [0.738, 1.517, -0.306], [0.177, -1.744, -1.802], [0.372, 2.025, 2.747], [-0.280, -0.139, -3.685], [-1.853, -1.736, 0.349], [-0.839, 1.122, -2.509], [-0.134, -0.493, -0.713], [-1.917, 0.494, -3.727], [0.574, -0.303, 2.034], [2.312, 2.119, 4.149], [-2.429, -0.545, -1.470], [-0.215, -2.404, 0.576], [-2.017, -1.709, -2.729], [-1.408, -3.188, -0.508]]
}

=====

Record 6
{
  "formula": "C40H84BN2O17S",
  "method": "ωB97M-V/def2-TZVPD",
  "e_lumo_ev": -1.934,
  "relative_energy_ev": 1.2132,
  "e_homo_ev": -11.1,
  "total_energy_ha": -3385.8767,
  "total_charge": 1,
  "species": ["S", "O", "O", "O", "O", "O", "O", "O", "O", "O", "O", "O", "O", "O", "O", "O", "O", "O", "N", "N", "C", "C", "C", "C", "C", "C", "C", "C", "C", "C", "C", "C", "C", "C", "C", "C", "C", "C", "C", "C", "C", "C", "C", "C", "C", "C", "C", "C", "C", "C", "C", "C", "C", "C", "C", "C", "C", "C", "C", "C", "B", "H", "H", "H", "H", "H", "H", "H", "H", "H", "H", "H", "H", "H", "H", "H", "H", "H", "H", "H", "H", "H", "H", "H", "H", "H", "H", "H", "H", "H", "H", "H", "H", "H", "H", "H", "H", "H", "H", "H", "H", "H", "H", "H", "H", "H", "H", "H", "H", "H", "H", "H", "H", "H", "H", "H", "H", "H", "H", "H", "H", "H", "H", "H", "H", "H", "H", "H", "H", "H", "H", "H", "H", "H", "H", "H", "H", "H", "H", "H", "H", "H", "H", "H", "H"],
  "positions_angstrom": [[-5.358, 1.543, 0.254], [0.734, -6.713, -5.428], [-5.445, 1.562, -1.393], [-0.299, -3.605, -2.056], [-4.682, 0.268, 0.674], [-1.379, 1.997, 0.726], [0.855, -4.823, -6.542], [-2.218, -3.094, -1.116], [-4.551, 2.457, 11.388], [1.860, -0.752, -4.520], [-2.952, 2.368, 9.880], [-3.260, 2.053, 5.926], [-6.757, 1.497, 0.772], [9.116, 2.891, -0.110], [2.534, -1.538, -6.456], [-2.183, 1.842, -4.020], [-2.849, -0.005, -2.545], [-1.374, 1.477, 4.949], [-0.074, 0.485, -1.198], [0.261, -0.342, -2.337], [-1.696, 0.592, 0.792], [-0.558, 1.934, 9.816], [-2.499, 3.414, 12.058], [-1.716, 2.393, -0.606], [-0.941, 1.607, -1.734], [-4.693, 2.087, 5.998], [-2.710, 4.625, 0.171], [0.159, -1.665, -5.901], [-2.143, -4.905, -2.772], [2.342, -2.351, -7.627], [-3.657, -3.092, -1.063], [-2.564, 1.319, 5.047], [1.723, -1.334, 0.281], [1.759, -1.541, -8.767], [-1.487, -3.809, -1.980], [-4.164, 4.102, -0.108], [8.318, 2.362, -1.191], [0.329, -0.943, 0.905], [-4.493, 2.999, 0.962], [-3.273, 0.249, 4.263], [5.406, 1.888, -0.363], [1.436, -5.732, -6.002], [3.270, 1.196, 1.046], [4.270, 2.351, 0.664], [1.312, -7.927, -4.927], [-5.227, 0.953, 6.847], [1.823, -7.749, -3.512], [2.936, -5.736, -5.885], [1.579, -1.307, -5.560], [-1.670, 3.958, -0.784], [2.794, -1.298, 1.457], [3.921, -0.222, 1.194], [-0.700, -0.285, -0.086], [-0.960, 1.881, -4.793], [-1.699, 2.807, 9.338], [-4.184, -4.234, -0.219], [8.322, 3.556, 0.859], [7.227, 3.335, -1.736], [-3.423, 2.737, 11.083], [5.738, 3.118, -1.271], [-2.030, 1.116, -2.825], [-3.755, -4.194, 0.783], [3.354, -5.301, -6.793], [5.106, 3.025, -2.193], [-1.793, 2.715, 8.255], [0.480, -0.274, 1.784], [8.975, 3.692, 1.758], [-2.064, 2.663, 12.718], [2.086, -0.648, -0.517], [-1.550, 0.308, 1.862], [7.962, 1.337, -0.939], [-3.172, -0.703, 4.785], [-1.532, 3.866, 9.544], [-0.655, 4.384, -0.602], [-3.934, -2.144, -0.598], [8.006, 4.586, 0.558], [-3.082, 4.117, 12.652], [2.838, 1.450, 2.049], [-0.404, 2.822, -4.566], [1.020, -7.401, -2.860], [-1.240, 1.861, -5.866], [-0.749, 0.890, 9.566], [5.386, 4.067, -0.790], [-4.785, 0.986, 7.844], [-6.312, 1.022, 6.941], [7.431, 2.986, 1.207], [1.670, -2.154, -9.665], [-5.270, -4.182, -0.139], [-2.016, -5.851, -2.246], [3.229, -5.128, -5.029], [7.248, 3.240, -2.851], [4.953, 1.092, -0.997], [-6.337, 1.868, -1.630], [2.312, -1.148, 2.453], [-5.175, 3.399, 1.751], [-2.769, 0.392, 0.553], [-1.653, -4.968, -3.743], [2.079, -8.302, -5.606], [1.638, -2.356, -0.159], [-4.946, 3.038, 6.467], [-0.341, -0.790, -6.316], [4.541, -0.184, 2.125], [-1.704, 3.990, 11.589], [-3.199, -4.737, -2.969], [3.334, -2.707, -7.911], [-0.345, 0.980, -4.583], [-1.972, 4.182, -1.837], [0.771, -1.150, -8.518], [0.806, 0.940, -0.924], [-0.238, 2.334, -2.216], [1.264, -0.253, -2.521], [-0.350, -1.968, -4.985], [0.509, -8.664, -4.931], [-2.477, 4.510, 1.251], [3.690, 3.130, 0.117], [4.774, 2.807, 1.549], [4.502, -0.555, 0.309], [2.418, 1.245, 0.327], [-3.914, -5.203, -0.641], [-3.562, 2.705, 1.501], [0.381, 2.240, 9.352], [3.279, -2.302, 1.484], [2.618, -7.004, -3.462], [7.486, 4.406, -1.552], [-0.440, 1.984, 10.900], [-0.134, -1.894, 1.266], [6.232, 1.502, 0.264], [2.394, -0.682, -8.990], [-4.863, 4.954, 0.061], [2.208, -8.692, -3.122], [-2.705, 5.722, -0.048], [-2.806, 2.128, -0.738], [-2.298, -0.793, -2.633], [0.069, -2.499, -6.593], [9.056, 2.219, -2.020], [-4.325, 0.455, 4.083], [1.748, -3.237, -7.390], [-5.133, 2.108, 4.998], [-4.979, -0.020, 6.420], [-4.320, 3.767, -1.156], [3.369, -6.729, -5.792], [-2.804, 0.173, 3.282], [-1.346, -1.078, -0.538], [0.156, -1.330, -2.084], [-4.086, -3.080, -2.066]]
}